Entry 1:
{"formula": "C5H9FN", "method": "ωB97M-V/def2-TZVPD", "orbital_gap_ev": [6.42, 9.24], "multiplicity": 1, "total_energy_ev": -9525.64555, "e_homo_ev": [-11.903, -13.062], "charge": 1, "relative_energy_kj_mol": 481.1, "lumo_energy_ha": [-0.202, -0.141], "elements": ["C", "C", "C", "C", "C", "N", "F", "H", "H", "H", "H", "H", "H", "H", "H", "H"], "positions_angstrom": [[-0.898156, -0.472924, -2.616276], [-0.022536, -0.188213, -1.802279], [-1.161015, -1.347463, 1.919304], [0.902847, 0.294156, -0.857271], [-0.097472, -0.403629, 1.696615], [1.064948, 1.766456, -1.082208], [1.128635, -0.770304, 2.162330], [-1.308376, -0.648924, -3.552240], [-0.920702, -2.368587, 1.646635], [-1.361342, -1.580727, 2.966623], [-2.143119, -1.067739, 1.581580], [1.806738, -0.026340, -0.388915], [-0.229070, 0.620764, 1.836203], [0.126977, 2.090398, -1.351407], [1.574658, 1.797062, -1.941242], [1.536984, 2.306015, -0.217451]], "atomic_forces_ev_per_a": [[2.3, 0.8, 1.9], [-0.2, -0.8, -0.1], [-0.6, -1.5, 0.4], [-1.3, 0.4, 0.3], [1.6, -0.7, 0.4], [-0.2, 0.7, 2.3], [-0.8, 0.1, -0.6], [-1.0, -0.4, -1.0], [0.2, -0.1, -0.9], [0.4, 0.7, 0.7], [-0.1, 0.3, -0.7], [0.1, -1.3, -0.1], [-0.3, 1.6, 0.0], [0.2, 0.6, 0.6], [1.2, 0.8, -0.6], [-1.4, -1.3, -2.7]]}

---

Entry 2:
{"formula": "C3H2LiO2Rh", "method": "ωB97M-V/def2-TZVPD", "orbital_gap_ev": [5.57, 8.56], "multiplicity": 6, "total_energy_ev": -10436.41058, "e_homo_ev": [-10.567, -15.123], "charge": 1, "lumo_energy_ha": [-0.184, -0.241], "elements": ["C", "Li", "O", "C", "H", "H", "Rh", "O", "C"], "positions_angstrom": [[0.291431, 0.291960, 0.333138], [-1.264604, -1.610909, 0.942992], [-1.151443, 0.361936, 0.747788], [-0.787611, 0.718447, -0.576860], [-0.877715, 1.783368, -0.813167], [-1.159725, 0.043824, -1.358970], [2.363364, 0.690009, 0.617580], [1.896215, -1.155440, -0.185807], [0.690087, -1.123194, 0.293306]], "atomic_forces_ev_per_a": [[-3.0, -0.9, -0.1], [0.0, 0.3, 0.1], [0.8, 0.4, 0.8], [0.1, 0.7, -0.9], [-0.1, -0.3, 0.2], [0.3, 0.3, 0.2], [0.0, 0.9, 0.4], [-0.2, -1.8, 0.2], [2.0, 0.4, -0.8]]}

---

- Which formula does entry 1 have?
  C5H9FN